No. 1
Molecular formula: C37H46F15NO13
Method: DFT, the ωB97M-V functional and the def2-TZVPD basis

```
! wB97M-V def2-TZVPD RIJCOSX def2/J DEFGRID3
* xyz 0 1
C -0.43 -3.35 2.56
O -1.87 -3.25 2.71
C -2.49 -2.69 1.54
C -3.76 -1.79 2.06
C -5.13 -2.20 1.32
C -5.16 -1.71 -0.24
C -6.54 -0.94 -0.55
C -6.32 0.39 -1.45
C -6.07 1.71 -0.59
C -4.55 1.91 -0.10
C -3.49 2.01 -1.30
C -2.08 1.44 -0.80
C -1.65 1.42 0.72
C -0.27 0.83 1.18
C 0.23 0.79 2.70
C -0.90 0.38 3.75
O -0.74 -0.61 4.51
O -2.10 1.13 3.91
C 0.63 0.26 0.06
C 0.22 0.29 -1.44
C -1.12 0.88 -1.92
C 1.43 -0.39 -2.21
O 1.87 -0.28 -3.36
N 2.07 -1.26 -1.16
C 1.58 -2.63 -1.09
F 1.92 -3.27 -2.32
F 2.21 -3.39 -0.06
F 0.17 -2.76 -0.96
C 2.04 -0.46 0.09
O 2.93 -0.33 0.96
H -0.08 -4.24 3.21
H -0.13 -3.58 1.49
H 0.14 -2.43 2.95
H -2.86 -3.47 0.78
H -1.79 -1.94 1.00
H -3.53 -0.68 1.82
H -3.83 -1.94 3.20
H -5.98 -1.70 1.92
H -5.29 -3.33 1.42
H -5.12 -2.69 -0.85
H -4.22 -1.08 -0.47
H -7.16 -0.74 0.39
H -7.17 -1.66 -1.19
H -7.32 0.54 -2.00
H -5.55 0.19 -2.28
H -6.48 2.63 -1.16
H -6.71 1.62 0.36
H -4.33 1.06 0.63
H -4.50 2.91 0.47
H -3.78 1.37 -2.22
H -3.37 3.09 -1.71
H -2.37 1.86 1.48
H 0.56 1.87 2.95
H 1.14 0.12 2.85
H -2.81 0.66 3.42
H -1.37 0.89 -3.03
C 6.49 0.14 0.45
C 6.09 1.35 1.27
O 6.85 1.40 2.49
C 8.08 1.95 2.40
O 8.56 2.38 1.38
C 8.75 1.98 3.77
F 8.59 0.83 4.46
F 8.24 2.96 4.56
F 10.08 2.20 3.70
H 6.39 -0.77 1.04
H 5.86 0.05 -0.44
H 7.53 0.20 0.13
H 5.04 1.28 1.55
H 6.21 2.28 0.70
C 3.10 1.28 -5.92
C 3.09 1.82 -7.34
O 1.80 2.39 -7.65
C 1.61 3.66 -7.24
O 2.43 4.32 -6.65
C 0.23 4.15 -7.68
F -0.74 3.24 -7.46
F 0.20 4.44 -9.00
F -0.15 5.27 -7.03
H 2.28 0.58 -5.77
H 4.05 0.78 -5.71
H 2.97 2.09 -5.19
H 3.24 1.00 -8.04
H 3.89 2.55 -7.50
C 11.33 0.22 5.60
C 10.99 -1.15 5.04
O 11.98 -2.11 5.45
C 11.81 -2.65 6.68
O 10.91 -2.37 7.42
C 12.89 -3.69 6.95
F 14.12 -3.27 6.58
F 12.67 -4.84 6.29
F 12.99 -4.01 8.26
H 12.34 0.51 5.31
H 10.63 0.96 5.23
H 11.29 0.22 6.69
H 11.01 -1.12 3.95
H 9.99 -1.47 5.34
C -12.59 -1.35 -4.23
C -12.99 -0.14 -3.40
O -12.23 -0.09 -2.18
C -11.01 0.48 -2.28
O -10.53 0.91 -3.29
C -10.33 0.51 -0.91
F -10.48 -0.64 -0.23
F -10.85 1.48 -0.12
F -9.01 0.74 -0.98
H -12.68 -2.26 -3.64
H -13.22 -1.43 -5.11
H -11.55 -1.28 -4.55
H -14.04 -0.22 -3.11
H -12.88 0.79 -3.97
*
```

lowest unoccupied orbital energy = -1.53 eV

No. 2
Molecular formula: C42H44Br2N8
Method: DFT, the ωB97M-V functional and the def2-TZVPD basis

```
! wB97M-V def2-TZVPD RIJCOSX def2/J DEFGRID3
* xyz 0 1
Br 1.92 4.08 3.02
C 3.53 3.70 1.92
C 4.13 4.95 1.33
Br 2.87 5.90 0.16
H 3.10 3.09 1.13
H 4.18 3.28 2.68
H 5.03 4.77 0.75
H 4.35 5.60 2.18
N 1.55 0.82 0.51
C 1.25 -0.03 -0.48
C 0.38 -1.08 -0.23
C -0.17 -1.25 1.01
C 0.25 -0.48 2.07
C 1.07 0.59 1.74
H 1.77 0.02 -1.42
H 0.19 -1.85 -0.97
H -0.89 -2.05 1.14
H -0.19 -0.63 3.05
H 1.43 1.34 2.43
N -3.70 -1.33 -1.11
C -5.02 -1.37 -1.34
C -5.88 -0.35 -0.98
C -5.36 0.78 -0.40
C -4.00 0.82 -0.11
C -3.21 -0.24 -0.52
H -5.26 -2.30 -1.84
H -6.93 -0.39 -1.25
H -5.97 1.63 -0.12
H -3.57 1.73 0.30
H -2.16 -0.19 -0.24
N -3.71 3.12 3.66
C -3.38 2.91 4.94
C -2.07 2.77 5.36
C -1.03 2.84 4.46
C -1.37 3.18 3.16
C -2.70 3.24 2.79
H -4.25 2.81 5.58
H -1.95 2.53 6.42
H -0.02 2.74 4.84
H -0.58 3.30 2.43
H -2.95 3.40 1.75
N -1.50 -1.88 4.72
C -1.73 -2.74 3.74
C -2.51 -2.48 2.62
C -3.13 -1.25 2.56
C -3.02 -0.38 3.63
C -2.18 -0.73 4.66
H -1.29 -3.73 3.89
H -2.76 -3.20 1.85
H -3.79 -0.95 1.77
H -3.56 0.56 3.67
H -1.94 0.00 5.43
N -0.08 -4.40 -0.16
C 0.76 -5.23 0.40
C 0.36 -6.28 1.26
C -0.99 -6.54 1.36
C -1.91 -5.71 0.71
C -1.39 -4.67 -0.03
H 1.84 -5.06 0.41
H 1.08 -6.99 1.65
H -1.30 -7.47 1.81
H -2.95 -5.85 0.94
H -2.04 -3.94 -0.51
N 2.14 -2.55 -5.34
C 1.42 -3.40 -4.62
C 1.38 -3.43 -3.22
C 2.24 -2.60 -2.53
C 3.01 -1.70 -3.25
C 2.92 -1.72 -4.62
H 0.76 -4.14 -5.07
H 0.74 -4.12 -2.69
H 2.35 -2.74 -1.46
H 3.73 -1.01 -2.82
H 3.52 -1.10 -5.28
N 4.19 2.86 -2.48
C 4.65 2.23 -1.40
C 5.98 2.23 -1.02
C 6.89 2.96 -1.77
C 6.38 3.81 -2.74
C 5.03 3.72 -3.05
H 3.97 1.50 -0.96
H 6.39 1.54 -0.29
H 7.94 2.79 -1.56
H 7.00 4.45 -3.35
H 4.64 4.36 -3.84
N -2.30 2.32 -4.14
C -0.98 2.52 -4.24
C -0.04 1.55 -3.95
C -0.50 0.26 -3.73
C -1.86 0.05 -3.63
C -2.73 1.10 -3.83
H -0.75 3.55 -4.48
H 1.03 1.73 -4.03
H 0.21 -0.55 -3.68
H -2.19 -0.95 -3.37
H -3.81 0.99 -3.76
*
```

lowest unoccupied orbital energy = 0.54 eV

Going through the records in order, we get frontier orbital gap values of 8.223, 9.782 eV.